No. 1
Computed, not measured: a structure of composition C2H5Br2NO4S2, with ωB97M-V with the def2-TZVPD basis set.

Structure (XYZ):
```
16
C2H5Br2NO4S2 ωB97M-V with the def2-TZVPD basis set
Br -3.29198 1.67945 0.31905
Br -3.26661 -1.00637 -1.13645
S -0.97635 0.53663 -0.15667
S 0.97371 -1.21988 0.76392
O 0.15525 -0.66497 -0.61732
O -0.23783 1.52380 0.53724
O 1.38555 -2.58439 0.51313
O -0.13404 -0.99738 1.69597
N -1.03182 1.00091 -1.78945
C 2.32148 -0.20294 0.91616
C -2.50535 -0.07232 0.45104
H 2.16199 0.92288 0.63100
H -0.25947 1.66069 -1.94276
H -0.99686 0.28188 -2.39468
H 2.56418 -0.24295 1.98152
H 3.13816 -0.61503 0.22830
```

Computed properties:
- Energy above the lowest of the compared OMol25 structures with the same formula, charge and spin: 267.49 kJ/mol
- Net charge: 0

natural (NBO) population analysis, charges in e, atoms 1 to 4:
1 Br 0.073
2 Br 0.011
3 S 2.084
4 S 2.326



No. 2
Computed, not measured: a structure of composition C45H53BN6O3PS4Ti, with ωB97M-V with the def2-TZVPD basis set.

Structure (XYZ):
```
114
C45H53BN6O3PS4Ti ωB97M-V with the def2-TZVPD basis set
Ti -0.91760 -0.93043 0.51269
S -2.17943 1.08367 0.22578
S 0.32186 -0.15008 2.32980
S -2.54554 -2.67340 -0.10045
S 1.56529 0.40243 -0.60395
P 0.67984 -2.82228 0.19497
O -2.11781 -2.04632 1.26416
O -1.68280 -1.77357 -0.98156
O -3.92443 -2.64537 -0.35983
N -0.35374 2.53145 -1.12429
N 0.32599 2.40025 1.35966
N 0.13709 3.28975 -2.10561
N 2.11948 2.75033 -0.41615
N 2.60190 3.97509 -0.40866
N 0.15579 3.72621 1.40708
C -2.00619 -6.60769 -0.10219
C -2.59938 -5.35721 -0.20429
C -0.15632 4.30774 2.53702
C 4.65813 2.95773 -1.07260
C 2.81222 -3.78610 -1.30731
C -0.40887 3.99683 -5.49757
C 3.76325 -2.54487 2.82226
C 1.93159 -2.60462 -3.67050
C -0.64260 -6.70827 0.12667
C -0.08236 4.61007 -4.12748
C 0.75936 6.41546 3.42970
C -0.34265 5.80952 2.54341
C 0.15107 1.59040 2.40881
C -1.62376 2.11558 -1.06748
C -0.30129 3.53124 3.70753
C 3.87143 4.09768 -0.75252
C 1.23152 -2.39119 -2.49480
C 1.19437 -3.61489 2.79611
C 4.92764 5.73753 -2.25980
C -0.34138 1.31698 4.88118
C -3.98813 2.20374 -1.96812
C 0.15283 -5.57039 0.23880
C 3.24014 -3.14037 3.96336
C 2.78350 1.65258 -0.75109
C -1.72474 6.13372 3.13262
C -2.54510 2.58909 -2.03460
C -0.73246 5.99935 -4.00403
C -0.15557 2.17123 3.66706
C -0.40846 -4.30628 0.13984
C 5.69238 5.54611 0.12909
C 1.67245 -2.98072 -1.30812
C -0.66604 3.72853 -3.04264
C 1.72640 -3.03343 1.64315
C 3.46271 6.55020 -0.39610
C -0.24093 6.37942 1.12898
C 3.06976 -3.40045 -3.66687
C -1.79046 -4.23938 -0.08145
C 4.13732 1.68588 -1.08378
C -2.04122 3.40494 -3.01063
C 1.43241 4.74068 -3.96893
C 3.50885 -3.98848 -2.48836
C 1.95712 -3.67064 3.95172
C 4.90282 0.43909 -1.38870
C 3.00908 -2.48261 1.66210
C 4.47655 5.48599 -0.80860
B 0.72920 2.12687 -0.11032
H -4.43252 2.52747 -1.02525
H -2.61453 -7.49626 -0.19676
H 3.17002 6.43213 0.64786
H 0.71071 6.12413 0.66434
H 5.41377 5.30087 1.15556
H 5.05899 -0.12786 -0.46783
H -0.54510 1.92992 5.75542
H 4.08736 5.66561 -2.95268
H 4.39234 -4.61256 -2.48905
H -2.70244 3.80375 -3.76865
H 3.15835 -4.25336 -0.39436
H 3.41644 -2.02354 0.76998
H 6.09840 6.55694 0.12207
H 1.55325 -4.13730 4.83990
H 1.75114 6.19112 3.03205
H 0.02109 2.99824 -5.59556
H 3.83689 -3.19821 4.86370
H -0.33057 7.46386 1.17643
H 1.92561 3.77151 -4.06692
H -4.10102 1.11976 -2.01895
H 5.70540 3.09658 -1.30934
H -0.55353 4.01087 4.64407
H -1.87725 7.21205 3.10520
H -1.17350 0.62581 4.73717
H 0.70665 6.05173 4.45710
H 4.35170 -0.19511 -2.08611
H 2.56290 6.50812 -1.01097
H -0.51757 6.44630 -3.03163
H -2.52167 5.66506 2.55218
H 3.91285 7.53499 -0.51346
H 1.68777 5.16189 -2.99565
H 0.54782 0.71539 5.07579
H 0.01593 4.62498 -6.27988
H -3.66249 -5.24786 -0.37553
H 0.33799 -1.78075 -2.50419
H -0.18817 -7.68554 0.22082
H 4.76617 -2.13930 2.83529
H 6.49049 4.87199 -0.18513
H 0.64099 7.49820 3.45687
H -1.81464 5.95764 -4.13657
H 1.58694 -2.15907 -4.59395
H -4.54604 2.65384 -2.78525
H 3.61060 -3.57110 -4.58805
H -1.04222 5.99646 0.49387
H 5.34627 6.74042 -2.33671
H -1.81811 5.81679 4.17210
H 1.21740 -5.67221 0.40668
H -0.33060 6.65361 -4.77703
H -1.48255 3.93405 -5.67832
H 5.69861 5.03290 -2.57568
H 0.19381 -4.03186 2.78694
H 1.81550 5.40064 -4.74639
H 5.87665 0.66704 -1.81483
```

Computed properties:
- Energy above the lowest of the compared OMol25 structures with the same formula, charge and spin: 49.42 kJ/mol
- Net charge: +3

Löwdin population analysis, charges in e, atoms 1 to 4:
1 Ti 0.493
2 S 0.837
3 S 0.770
4 S 0.670



No. 3
Computed, not measured: the molecule H2P2S4, with ωB97M-V with the def2-TZVPD basis set.

Structure (XYZ):
```
8
H2P2S4 ωB97M-V with the def2-TZVPD basis set
S 2.52745 -0.09692 -0.18201
S -3.37743 0.75097 0.11918
S -0.49911 -0.91387 1.33911
S -0.36256 0.32447 -1.51077
P -1.41653 0.66370 0.25596
P 0.75938 -1.22579 -0.38795
H 3.08031 -1.27717 -0.70936
H -0.71151 1.77462 1.07585
```

Computed properties:
- Energy above the lowest of the compared OMol25 structures with the same formula, charge and spin: 28.74 kJ/mol
- SMILES string: S=[PH]1SP(S)S1
- Net charge: 0

natural (NBO) population analysis, charges in e, atoms 1 to 4:
1 S -0.279
2 S -0.454
3 S -0.322
4 S -0.297



No. 4
Computed, not measured: the molecule C6H4N2, with ωB97M-V with the def2-TZVPD basis set.

Structure (XYZ):
```
12
C6H4N2 ωB97M-V with the def2-TZVPD basis set
N 1.16905 1.24367 1.45661
N -1.01820 -1.31217 -1.43256
C -0.11478 -0.39769 -1.75220
C 1.24920 1.05809 0.01447
C -1.25605 -1.07276 0.02558
C -0.53780 -0.08407 0.51882
C 0.28374 0.29453 -0.57525
C 0.19259 0.37638 1.75053
H 2.20702 1.42724 -0.48580
H -1.99501 -1.86834 0.41953
H -0.22227 0.32934 2.83170
H 0.05287 -0.45571 -2.82552
```

Computed properties:
- Energy above the lowest of the compared OMol25 structures with the same formula, charge and spin: 265.57 kJ/mol
- SMILES string: C1=NC=C2C=NC=C12
- Net charge: 0

natural (NBO) population analysis, charges in e, atoms 1 to 4:
1 N -0.429
2 N -0.430
3 C 0.085
4 C 0.111



No. 5
Computed, not measured: a structure of composition C43H49N3O9Zr, with ωB97M-V with the def2-TZVPD basis set.

Structure (XYZ):
```
105
C43H49N3O9Zr ωB97M-V with the def2-TZVPD basis set
Zr 4.96512 -1.58213 2.39467
O -2.73159 -3.74321 -3.99008
O 1.20675 6.11182 -6.09835
O -6.46825 -1.02768 4.77712
O 2.21849 0.76670 2.63821
O -4.49400 0.23177 -6.94788
O 8.64322 -0.50326 1.30059
O 2.31373 -4.20009 3.35569
O 3.94198 1.88907 2.49211
O 3.99101 3.18338 -2.43010
N 1.82996 -6.05248 4.36239
N 0.33176 -5.18826 3.31425
N -5.23322 -1.43398 5.22399
C -4.98461 0.49722 6.88256
C 2.55843 6.19080 -4.06861
C -6.04429 -2.82319 7.17502
C -5.80231 -3.81971 4.81583
C -2.87853 -2.76200 -4.79615
C 1.86963 5.50630 -5.27397
C -3.57910 -1.87450 -6.99118
C -2.92424 1.00270 -4.51207
C 2.45345 7.58009 -3.79815
C -3.75054 -3.16571 6.15584
C 2.65007 3.25564 -4.40596
C -3.59116 -3.40993 -8.93375
C -4.38407 -0.33764 5.69910
C 2.00585 3.14838 3.14307
C -4.01197 0.57336 4.51587
C 3.01167 8.14611 -2.61760
C 2.53563 1.37041 -5.90584
C -2.91776 -0.77914 6.06323
C -3.05981 -2.93413 -6.28316
C -3.85648 -2.21482 -8.32361
C 11.00248 -0.20951 1.81021
C -3.80116 -0.56488 -6.30931
C -2.85603 -2.16124 6.83547
C 2.89584 1.90271 -4.69796
C 3.79001 6.02175 -2.04747
C -5.24885 -2.81169 5.84379
C 10.07414 0.44416 -0.38762
C 3.33175 5.35664 -3.18803
C -3.16864 -0.28654 -4.98868
C -2.65605 -1.35936 -4.24962
C -2.98116 -4.42161 -8.17986
C 2.71839 1.90847 2.66692
C -1.67803 0.09566 -2.56581
C 1.42618 3.35523 -6.56831
C 1.76389 2.06263 -6.82992
C 3.44237 3.87215 -3.29293
C -2.77253 -4.16031 -6.86820
C -2.17964 1.20862 -3.31421
C 1.96911 3.99182 -5.41899
C 1.53123 -5.04845 3.69056
C 3.65618 7.30178 -1.73965
C -1.87815 -1.20889 -3.03888
C 9.72774 0.28674 1.03920
H -2.51313 -4.98204 -6.21713
H -4.35429 1.37327 7.03537
H 1.88190 8.19396 -4.47850
H -1.42381 -2.04019 -2.52031
H -5.94455 -3.88000 7.42262
H -1.84514 -2.52741 7.01473
H -3.13125 -1.83453 7.83827
H -1.19799 0.17911 -1.60196
H 3.51970 1.33949 -4.01973
H 1.03409 3.04032 2.66129
H -7.01646 -2.41043 6.90555
H -5.96981 0.84350 6.57022
H 0.93856 -6.30095 4.76706
H -4.93226 0.78728 3.97236
H 4.28738 5.42259 -1.29911
H 2.44597 4.04982 2.71668
H -2.59160 0.09715 6.62345
H -3.38829 -3.33573 5.14196
H -5.67640 -2.11546 7.91790
H -3.36934 0.17379 3.73135
H -6.84306 -4.04623 5.04741
H 10.81313 -0.52643 2.83579
H -2.26658 -0.73063 5.19047
H 1.89789 3.29570 4.21766
H -4.23348 -1.30314 -8.76304
H 0.22011 -4.71817 2.42731
H 2.94991 9.21131 -2.45044
H 4.19217 7.67889 -0.88122
H 1.33859 1.43785 -7.60140
H 2.70258 -6.11623 4.86695
H -2.28592 2.19786 -2.89409
H 0.81919 3.83989 -7.31868
H 11.41271 -1.08255 1.30267
H 2.65193 0.32464 -6.14924
H -5.72577 -3.45483 3.79157
H 9.60445 1.32143 1.35908
H -0.18944 -5.98657 3.64763
H 11.77551 0.55799 1.77183
H -3.84145 -3.63910 -9.95905
H 10.08622 -0.56580 -0.79741
H -3.63983 -4.17176 6.56045
H -5.17377 -4.70862 4.76214
H -6.48656 -1.58723 3.99726
H -3.53246 1.46004 4.93057
H -2.97337 -5.45326 -8.49928
H 11.05651 0.91382 -0.43739
H -3.33976 1.71432 -5.21016
H -4.95948 -0.21601 7.70643
H 9.29329 1.10144 -0.77019
```

Computed properties:
- Net charge: +2

Löwdin population analysis, charges in e, atoms 1 to 4:
1 Zr 1.638
2 O 0.036
3 O 0.102
4 O 0.082



No. 6
Computed, not measured: the molecule C5H7NO, with ωB97M-V with the def2-TZVPD basis set.

Structure (XYZ):
```
14
C5H7NO ωB97M-V with the def2-TZVPD basis set
O 0.55159 1.44833 1.51151
N -0.54593 1.10401 -0.48706
C 1.56262 -0.12422 -0.19594
C 0.47473 -1.09251 0.18486
C -1.32568 0.01597 -0.86091
C -0.81090 -1.16710 -0.45159
C 0.51566 0.73952 0.34320
H -0.99324 1.99221 -0.29267
H 2.39446 -0.21924 0.50018
H -1.41748 -2.06128 -0.38504
H -2.27008 0.20546 -1.34642
H 1.87558 0.00010 -1.23255
H 0.77728 -1.93879 0.81445
H -0.32729 1.25369 1.87735
```

Computed properties:
- Energy above the lowest of the compared OMol25 structures with the same formula, charge and spin: 243.68 kJ/mol
- SMILES string: O[C@@]12C[C@@H]1C=CN2
- Net charge: 0

natural (NBO) population analysis, charges in e, atoms 1 to 4:
1 O -0.671
2 N -0.603
3 C -0.457
4 C -0.303



| no. | total energy (a.u.) | Kohn-Sham gap (eV) |
| --- | --- | --- |
| 1 | -6379.1372 | 8.84 |
| 2 | -5108.5411 | 6.91 |
| 3 | -2276.7029 | 8.39 |
| 4 | -340.4186 | 7.93 |
| 5 | -2555.1720 | 1.03 |
| 6 | -324.6317 | 8.24 |